Formula: C32H80BFN8O5P
Source: OMol25
Level of theory: wB97M-V/def2-TZVPD

XYZ file:
```
128
C32H80BFN8O5P wB97M-V/def2-TZVPD
C 7.531 -0.773 2.926
C 6.450 -0.618 1.844
C 6.394 -1.845 0.928
C 5.757 -3.018 1.709
C 4.339 -3.288 1.184
C 3.446 -4.005 2.231
C 2.111 -3.270 2.439
C 0.974 -3.798 1.544
C -0.196 -4.413 2.344
C -1.511 -3.671 2.249
C -2.070 -3.357 0.841
C -2.862 -4.507 0.235
C -3.757 -4.051 -0.902
F -5.028 -3.769 -0.402
N -3.065 -2.345 1.243
C -2.305 -1.547 2.086
N -2.301 -0.267 2.036
P -1.237 0.813 2.979
C -0.910 2.135 1.734
C -2.290 1.679 4.206
N -1.538 -2.353 2.925
B -2.180 -2.382 4.293
N -1.727 -1.467 5.350
O -3.222 -3.227 4.562
H 7.068 -0.984 3.883
H 8.199 -1.595 2.701
H 8.075 0.153 3.054
H 6.565 0.300 1.279
H 5.487 -0.580 2.350
H 7.410 -2.075 0.628
H 5.813 -1.610 0.043
H 5.664 -2.724 2.748
H 6.372 -3.906 1.631
H 3.920 -2.328 0.904
H 4.440 -3.931 0.314
H 3.963 -3.976 3.181
H 3.293 -5.027 1.907
H 1.848 -3.334 3.489
H 2.239 -2.217 2.217
H 0.610 -2.994 0.912
H 1.343 -4.569 0.881
H -0.363 -5.445 2.064
H 0.065 -4.449 3.397
H -2.245 -4.383 2.620
H -1.342 -2.988 0.128
H -2.210 -5.297 -0.117
H -3.515 -4.944 0.984
H -3.344 -3.158 -1.365
H -3.888 -4.825 -1.648
H -3.905 -2.734 1.657
H -2.938 0.133 1.339
H 0.062 1.965 1.301
H -0.964 3.091 2.242
H -1.697 2.132 0.985
H -2.788 2.547 3.788
H -1.627 2.037 4.981
H -3.036 1.044 4.659
H -2.566 -0.950 5.617
H -1.561 -2.041 6.180
H -3.885 -3.195 3.848
C -3.511 1.581 -2.398
C -4.101 0.270 -1.891
C -5.441 -0.107 -2.537
O -6.547 0.624 -2.053
C -6.744 1.898 -2.647
N -4.218 0.327 -0.427
H -4.021 2.450 -1.982
H -2.461 1.659 -2.111
H -3.564 1.642 -3.485
H -3.390 -0.524 -2.142
H -5.652 -1.152 -2.289
H -5.383 -0.045 -3.630
H -6.460 1.899 -3.702
H -6.189 2.674 -2.114
H -7.804 2.136 -2.572
H -4.523 -0.587 -0.092
H -5.000 0.941 -0.208
C 6.244 2.320 -4.267
C 5.277 1.270 -3.732
C 5.646 0.741 -2.339
O 6.716 -0.183 -2.316
C 8.010 0.395 -2.325
N 5.156 0.190 -4.716
H 7.177 1.884 -4.625
H 5.795 2.847 -5.106
H 6.484 3.060 -3.502
H 4.298 1.750 -3.639
H 4.783 0.190 -1.950
H 5.839 1.566 -1.639
H 8.035 1.340 -1.775
H 8.366 0.552 -3.346
H 8.688 -0.309 -1.842
H 4.437 -0.460 -4.413
H 6.014 -0.356 -4.682
C -8.818 -0.274 4.278
C -7.318 -0.052 4.115
C -6.734 -0.696 2.849
O -6.556 -2.102 2.921
C -7.726 -2.867 2.647
N -6.636 -0.504 5.332
H -9.050 -1.281 4.622
H -9.218 0.417 5.019
H -9.348 -0.101 3.340
H -7.156 1.026 4.022
H -5.727 -0.284 2.700
H -7.319 -0.433 1.960
H -8.353 -2.385 1.894
H -8.301 -3.040 3.557
H -7.405 -3.836 2.267
H -5.650 -0.263 5.276
H -6.645 -1.521 5.338
C 3.310 7.816 -6.550
C 3.753 7.607 -5.106
C 4.795 6.492 -4.932
O 4.273 5.178 -5.002
C 4.094 4.681 -6.319
N 2.568 7.386 -4.271
H 2.616 7.044 -6.882
H 2.796 8.772 -6.649
H 4.165 7.824 -7.229
H 4.227 8.536 -4.774
H 5.218 6.582 -3.927
H 5.627 6.611 -5.638
H 4.862 5.050 -7.004
H 3.102 4.943 -6.692
H 4.158 3.594 -6.279
H 2.850 7.351 -3.295
H 2.228 6.448 -4.466
```

## Properties
Orbital gap ... 7.606 eV
Charge ... +1